Arrangement 1

Molecular formula: C5H15N3
Method: DFT, wB97M-V/def2-TZVPD

Values from the calculation:
Multiplicity   1
E_HOMO   -0.31783 Eh
HOMO-LUMO gap   9.73 eV
Total charge   0
SMILES string   NCCCCNCN

Atoms and positions in Å:
1 N -1.253 -3.290 -0.431
2 C -1.080 -1.863 -0.680
3 C -1.486 -1.016 0.517
4 C -0.316 -0.657 1.406
5 C 0.809 -0.050 0.581
6 N 0.468 1.368 0.247
7 C 1.442 2.018 -0.641
8 N 1.360 3.515 -0.734
9 H -0.813 -3.531 0.485
10 H -0.983 -3.920 -1.153
11 H -0.081 -1.693 -1.049
12 H -1.767 -1.675 -1.689
13 H -2.273 -1.450 0.997
14 H -1.849 -0.055 0.180
15 H -0.661 0.040 2.219
16 H 0.223 -1.536 2.016
17 H 1.809 -0.078 1.113
18 H 0.974 -0.534 -0.381
19 H -0.477 1.406 -0.164
20 H 2.501 1.767 -0.253
21 H 1.297 1.666 -1.705
22 H 1.070 3.850 0.193
23 H 0.792 4.003 -1.482

***

Arrangement 2

Molecular formula: C5H15N3
Method: DFT, wB97M-V/def2-TZVPD

Values from the calculation:
Multiplicity   1
E_HOMO   -0.27169 Eh
HOMO-LUMO gap   8.45 eV
Total charge   0
SMILES string   NCC(N)N.C=CC

Atoms and positions in Å:
1 N 1.000 1.102 -1.735
2 C 0.613 1.025 -0.341
3 C 1.517 -0.443 0.401
4 N 2.837 -0.264 -0.020
5 N 1.305 -0.606 1.771
6 H 1.416 0.300 -2.201
7 H 0.256 1.277 -2.406
8 H -0.339 1.508 -0.121
9 H 1.230 1.742 0.214
10 H 1.037 -1.239 -0.168
11 H 3.064 -0.955 -0.737
12 H 3.355 0.439 0.493
13 H 0.289 -0.748 1.953
14 H 1.683 0.157 2.325
15 C -1.646 -1.184 1.070
16 C -1.683 -0.658 -0.174
17 C -2.632 0.444 -0.547
18 H -2.113 -0.668 1.898
19 H -1.258 -2.176 1.251
20 H -1.282 -1.228 -1.006
21 H -3.576 0.021 -0.892
22 H -2.220 1.072 -1.338
23 H -2.853 1.082 0.309

***

So which one wins? Going from most stable to least: arrangement 1, arrangement 2.

***

Arrangement 1

Molecular formula: C5H15N3
Method: DFT, wB97M-V/def2-TZVPD

Values from the calculation:
Multiplicity   1
E_HOMO (alpha / beta)   -0.27283 / -0.25304 Eh
HOMO-LUMO gap (alpha / beta)   7.99 / 6.77 eV
Total charge   0

Atoms and positions in Å:
1 C -2.336 1.477 0.167
2 N -1.086 1.430 -0.564
3 N -0.046 1.998 -0.099
4 C -0.824 -0.122 -1.402
5 C -1.902 -0.961 -1.332
6 H -0.217 2.417 0.830
7 H 1.413 0.595 0.386
8 H -0.491 0.253 -2.360
9 H -3.118 1.029 -0.444
10 H -2.277 0.943 1.123
11 H -2.571 2.524 0.371
12 H -2.206 -1.420 -0.403
13 H -2.519 -1.165 -2.195
14 C 2.679 -0.872 -0.276
15 C 1.294 -0.957 1.726
16 N 1.469 -0.426 0.388
17 H 0.064 -0.448 -0.764
18 H 1.199 -2.043 1.672
19 H 3.593 -0.619 0.280
20 H 2.732 -0.408 -1.261
21 H 2.643 -1.956 -0.400
22 H 2.130 -0.717 2.400
23 H 0.378 -0.552 2.156

***

Arrangement 2

Molecular formula: C5H15N3
Method: DFT, wB97M-V/def2-TZVPD

Values from the calculation:
Multiplicity   1
E_HOMO   -0.29981 Eh
HOMO-LUMO gap   9.17 eV
Total charge   0

Atoms and positions in Å:
1 C -0.725 0.970 1.345
2 C 0.997 1.572 -0.377
3 C -1.443 1.746 -0.923
4 C 1.593 -1.984 -0.454
5 C -0.382 0.947 -0.152
6 N -0.344 -2.403 0.827
7 N -0.368 -0.379 -0.727
8 N 0.556 -1.468 0.398
9 H -1.722 0.571 1.516
10 H -0.012 0.360 1.891
11 H -0.685 1.986 1.727
12 H 1.281 1.446 -1.419
13 H 1.731 1.073 0.243
14 H 0.981 2.634 -0.141
15 H -2.441 1.356 -0.727
16 H -1.415 2.790 -0.620
17 H -1.253 1.683 -1.992
18 H 2.385 -2.377 0.188
19 H 1.246 -2.783 -1.122
20 H 1.987 -1.172 -1.056
21 H -0.386 -2.450 1.835
22 H -0.292 -3.314 0.380
23 H -1.289 -0.804 -0.639

***

So which one wins? Going from most stable to least: arrangement 2, arrangement 1.

***

Arrangement 1

Molecular formula: C5H8N3
Method: DFT, wB97M-V/def2-TZVPD

Values from the calculation:
Multiplicity   1
E_HOMO (alpha / beta)   -0.48212 / -0.48206 Eh
HOMO-LUMO gap (alpha / beta)   7.37 / 7.37 eV
Total charge   +1

Atoms and positions in Å:
1 C -0.719 -1.653 -0.658
2 C -0.529 -0.944 -1.972
3 C -0.147 1.224 -1.167
4 C -0.369 -1.220 0.489
5 C -0.019 -0.903 1.812
6 N -0.361 0.280 -2.095
7 N 0.818 1.059 -0.330
8 N 1.037 1.903 0.663
9 H -1.179 -2.624 -0.799
10 H -0.561 -1.581 -2.842
11 H -0.748 2.132 -1.262
12 H -0.924 -0.750 2.406
13 H 0.607 -1.687 2.246
14 H 2.003 1.937 0.970
15 H 0.557 0.035 1.864
16 H 0.536 2.792 0.676

***

Arrangement 2

Molecular formula: C5H8N3
Method: DFT, wB97M-V/def2-TZVPD

Values from the calculation:
Multiplicity   1
E_HOMO   -0.52892 Eh
HOMO-LUMO gap   9.65 eV
Total charge   +1
SMILES string   NCN=[N+]=C1C=CC1

Atoms and positions in Å:
1 N -1.204 -0.995 0.250
2 C -2.278 -0.092 0.014
3 N -1.774 1.254 0.068
4 N -0.585 1.294 -0.026
5 C 0.486 0.663 0.044
6 C 1.435 0.427 1.083
7 C 2.462 0.021 0.234
8 C 1.631 0.308 -1.074
9 H -1.282 -1.517 1.173
10 H -1.261 -1.662 -0.542
11 H -3.047 -0.126 0.706
12 H -2.657 -0.197 -1.001
13 H 1.353 0.388 2.236
14 H 3.462 -0.377 0.317
15 H 1.878 1.115 -1.688
16 H 1.382 -0.504 -1.792

***

So which one wins? Going from most stable to least: arrangement 1, arrangement 2.

***

Arrangement 1

Molecular formula: C4H12O3
Method: DFT, wB97M-V/def2-TZVPD

Values from the calculation:
Multiplicity   1
E_HOMO   -0.37336 Eh
HOMO-LUMO gap   10.93 eV
Total charge   0
SMILES string   OCCCCO.O

Atoms and positions in Å:
1 O 1.959 1.138 0.426
2 C 0.894 1.545 -0.460
3 C -0.441 1.441 0.309
4 C -1.235 0.190 0.022
5 C -0.826 -0.938 0.898
6 O -1.429 -2.202 0.607
7 H 2.639 0.704 -0.105
8 H 1.092 2.595 -0.647
9 H 0.814 0.848 -1.277
10 H -0.201 1.544 1.364
11 H -1.022 2.322 0.050
12 H -0.876 -0.109 -0.986
13 H -2.287 0.319 -0.237
14 H -1.083 -0.724 1.941
15 H 0.204 -1.193 1.033
16 H -2.301 -2.113 0.196
17 O 1.721 -1.773 -1.211
18 H 1.488 -1.551 -0.305
19 H 0.889 -2.042 -1.618

***

Arrangement 2

Molecular formula: C4H12O3
Method: DFT, wB97M-V/def2-TZVPD

Values from the calculation:
Multiplicity   1
E_HOMO   -0.34803 Eh
HOMO-LUMO gap   9.83 eV
Total charge   0
SMILES string   C/C=C/CO.O.O

Atoms and positions in Å:
1 C 3.133 1.234 2.404
2 C 2.612 0.637 1.125
3 C 2.115 -0.607 1.038
4 C 1.232 -0.940 -0.117
5 O 1.803 -1.774 -1.093
6 H 3.963 0.748 2.888
7 H 2.263 1.426 3.032
8 H 3.408 2.279 2.209
9 H 2.295 1.371 0.397
10 H 2.614 -1.359 1.642
11 H 0.406 -1.540 0.287
12 H 0.712 -0.078 -0.541
13 H 2.758 -1.653 -1.106
14 O -6.978 -0.617 -1.456
15 H -7.224 -1.474 -1.800
16 H -6.050 -0.482 -1.661
17 O -2.712 1.072 -2.620
18 H -3.459 1.585 -2.297
19 H -2.892 0.172 -2.333

***

So which one wins? Going from most stable to least: arrangement 1, arrangement 2.

***

Arrangement 1

Molecular formula: C4H12O3
Method: DFT, wB97M-V/def2-TZVPD

Values from the calculation:
Multiplicity   1
E_HOMO   -0.35964 Eh
HOMO-LUMO gap   10.28 eV
Total charge   0
SMILES string   CC(C)C=O.O.O

Atoms and positions in Å:
1 C 1.701 0.299 -1.767
2 C 0.892 0.878 -0.465
3 C 1.809 1.437 0.699
4 C 0.108 -0.254 0.157
5 O -0.867 -0.801 -0.386
6 H 1.571 -0.762 -1.826
7 H 2.830 0.458 -1.726
8 H 1.281 0.572 -2.814
9 H 0.321 1.628 -0.864
10 H 2.167 2.316 0.254
11 H 2.647 0.762 0.814
12 H 1.276 1.537 1.670
13 H 0.362 -0.585 1.149
14 O -1.081 2.078 1.083
15 H -1.990 1.920 1.008
16 H -0.902 2.499 1.995
17 O -2.101 -3.562 0.364
18 H -2.373 -3.509 -0.556
19 H -1.859 -2.711 0.661

***

Arrangement 2

Molecular formula: C4H12O3
Method: DFT, wB97M-V/def2-TZVPD

Values from the calculation:
Multiplicity   1
E_HOMO   -0.36196 Eh
HOMO-LUMO gap   10.62 eV
Total charge   0
SMILES string   OCCCCO.O

Atoms and positions in Å:
1 O -1.659 1.161 1.113
2 C -0.341 1.272 0.514
3 C -0.491 1.209 -0.991
4 C -0.416 -0.195 -1.589
5 C -1.346 -1.207 -0.935
6 O -0.553 -2.323 -0.502
7 H -1.538 1.254 2.068
8 H 0.018 2.268 0.776
9 H 0.337 0.532 0.932
10 H -1.450 1.685 -1.169
11 H 0.267 1.865 -1.413
12 H 0.589 -0.553 -1.398
13 H -0.606 -0.174 -2.670
14 H -2.062 -1.539 -1.679
15 H -1.858 -0.760 -0.092
16 H -1.140 -2.859 0.048
17 O 3.870 -0.240 2.435
18 H 4.815 -0.246 2.268
19 H 3.564 -1.150 2.289

***

Arrangement 3

Molecular formula: C4H12O3
Method: DFT, wB97M-V/def2-TZVPD

Values from the calculation:
Multiplicity   1
E_HOMO   -0.32405 Eh
HOMO-LUMO gap   9.17 eV
Total charge   0
SMILES string   C=CC=C.O.O.O

Atoms and positions in Å:
1 C -0.815 1.667 -1.565
2 C 0.170 1.967 -0.721
3 C 0.255 1.480 0.643
4 C 1.235 1.661 1.547
5 H -1.570 0.961 -1.235
6 H -0.827 2.071 -2.563
7 H 0.945 2.660 -1.036
8 H -0.572 0.835 0.946
9 H 1.389 0.826 2.224
10 H 1.763 2.586 1.752
11 O -2.129 -1.766 1.004
12 H -1.182 -2.002 1.000
13 H -2.485 -1.985 0.140
14 O 0.627 -2.499 0.987
15 H 0.956 -3.396 1.076
16 H 0.764 -2.191 0.074
17 O 0.667 -1.289 -1.538
18 H 1.084 -0.498 -1.172
19 H -0.275 -1.087 -1.565

***

Arrangement 4

Molecular formula: C4H12O3
Method: DFT, wB97M-V/def2-TZVPD

Values from the calculation:
Multiplicity   1
E_HOMO   -0.30588 Eh
HOMO-LUMO gap   8.48 eV
Total charge   0
SMILES string   C/C=C(/C)O.O.O

Atoms and positions in Å:
1 C 0.046 -2.900 0.981
2 C 0.598 -1.683 1.660
3 C 0.514 -0.433 1.206
4 C 1.193 0.720 1.911
5 O -0.625 -0.070 0.502
6 H -0.590 -2.548 0.168
7 H 0.843 -3.571 0.670
8 H -0.585 -3.504 1.638
9 H 1.287 -1.844 2.476
10 H 0.582 1.623 1.811
11 H 1.354 0.538 2.971
12 H 2.105 1.045 1.398
13 H -0.481 0.672 -0.099
14 O -0.953 2.869 -0.150
15 H -1.916 2.795 -0.170
16 H -0.769 3.616 -0.735
17 O -0.327 0.446 -4.823
18 H 0.049 0.843 -4.028
19 H -1.233 0.256 -4.552

***

So which one wins? Going from most stable to least: arrangement 2, arrangement 4, arrangement 1, arrangement 3.

***

Arrangement 1

Molecular formula: C4H12O3
Method: DFT, wB97M-V/def2-TZVPD

Values from the calculation:
Multiplicity   1
E_HOMO   -0.32243 Eh
HOMO-LUMO gap   5.42 eV
Total charge   0

Atoms and positions in Å:
1 C -2.145 -0.620 0.353
2 C -0.916 -0.327 -0.351
3 C -0.726 0.986 -0.993
4 C 0.298 -1.091 -0.065
5 O -3.081 0.148 0.456
6 H -2.182 -1.580 0.892
7 H -0.382 1.011 1.793
8 H -0.255 0.925 -1.974
9 H -0.062 1.607 -0.347
10 H -1.710 1.501 -1.058
11 H 0.923 -0.533 0.629
12 H 0.927 -1.226 -0.964
13 H 0.043 -2.074 0.406
14 H 4.061 -0.782 0.185
15 H 0.059 1.374 2.269
16 O 3.114 -0.919 0.140
17 H 2.249 2.049 -0.175
18 H 2.678 -0.006 0.018
19 O 1.750 1.241 -0.018

***

Arrangement 2

Molecular formula: C4H12O3
Method: DFT, wB97M-V/def2-TZVPD

Values from the calculation:
Multiplicity   1
E_HOMO   -0.38116 Eh
HOMO-LUMO gap   11.10 eV
Total charge   0
SMILES string   OCCCCO.O

Atoms and positions in Å:
1 O -1.259 1.244 1.224
2 C -1.537 0.995 -0.162
3 C -1.302 -0.448 -0.562
4 C 0.176 -0.903 -0.526
5 C 1.244 0.161 -0.701
6 O 1.646 0.289 -2.066
7 H -1.853 0.677 1.737
8 H -2.547 1.319 -0.402
9 H -0.866 1.663 -0.695
10 H -1.711 -0.573 -1.557
11 H -1.870 -1.105 0.101
12 H 0.362 -1.586 -1.352
13 H 0.369 -1.483 0.373
14 H 2.160 -0.136 -0.191
15 H 1.043 1.134 -0.262
16 H 1.006 0.827 -2.541
17 O 1.542 -1.065 2.565
18 H 1.541 -0.378 3.252
19 H 1.856 -0.633 1.765

***

So which one wins? Going from most stable to least: arrangement 2, arrangement 1.

***

Arrangement 1

Molecular formula: C4H12O3
Method: DFT, wB97M-V/def2-TZVPD

Values from the calculation:
Multiplicity   1
E_HOMO   -0.28855 Eh
HOMO-LUMO gap   4.11 eV
Total charge   0

Atoms and positions in Å:
1 C -1.962 -0.725 -0.615
2 C -0.549 -0.848 -0.228
3 C 0.379 -1.490 -1.155
4 C -0.161 -0.636 1.139
5 O -2.444 -0.939 -1.696
6 H -2.617 -0.349 0.195
7 H -2.560 3.148 -2.024
8 H 0.377 -2.591 -1.117
9 H 1.411 -1.133 -1.033
10 H 0.130 -1.318 -2.206
11 H -0.337 0.427 1.416
12 H 0.885 -0.893 1.247
13 H -0.829 -1.192 1.815
14 H 2.437 0.994 3.180
15 H -2.577 3.667 -2.553
16 O 1.834 0.590 2.550
17 H 2.500 1.665 -0.112
18 H 2.071 0.763 1.123
19 O 2.011 0.860 0.072

***

Arrangement 2

Molecular formula: C4H12O3
Method: DFT, wB97M-V/def2-TZVPD

Values from the calculation:
Multiplicity   1
E_HOMO   -0.37800 Eh
HOMO-LUMO gap   10.98 eV
Total charge   0
SMILES string   OCCCCO.O

Atoms and positions in Å:
1 O 0.357 2.827 0.322
2 C 0.389 1.467 -0.095
3 C -0.306 0.696 1.008
4 C -0.169 -0.834 0.938
5 C -1.027 -1.462 -0.176
6 O -2.297 -0.892 -0.349
7 H 0.617 3.434 -0.374
8 H -0.131 1.332 -1.051
9 H 1.400 1.116 -0.262
10 H -1.356 0.992 1.100
11 H 0.022 1.080 1.968
12 H -0.571 -1.243 1.858
13 H 0.897 -1.033 0.870
14 H -1.238 -2.496 0.099
15 H -0.552 -1.527 -1.162
16 H -2.329 0.049 -0.139
17 O 2.159 -0.812 -1.537
18 H 2.846 -1.481 -1.559
19 H 1.290 -1.213 -1.458

***

Arrangement 3

Molecular formula: C4H12O3
Method: DFT, wB97M-V/def2-TZVPD

Values from the calculation:
Multiplicity   1
E_HOMO   -0.32870 Eh
HOMO-LUMO gap   9.32 eV
Total charge   0
SMILES string   C=CC=C.O.O.O

Atoms and positions in Å:
1 C 2.054 -1.164 -2.291
2 C 0.675 -1.235 -2.407
3 C -0.267 -0.903 -1.241
4 C -1.507 -0.422 -1.443
5 H 2.531 -0.848 -1.315
6 H 2.644 -1.491 -3.095
7 H 0.261 -1.739 -3.328
8 H -0.111 -1.399 -0.291
9 H -2.235 -0.424 -0.656
10 H -1.896 0.010 -2.354
11 O -0.814 -0.564 1.834
12 H 0.096 -0.417 2.104
13 H -1.212 -1.204 2.468
14 O -2.445 1.897 3.100
15 H -2.008 1.145 3.513
16 H -3.181 1.517 2.601
17 O 2.641 2.144 0.831
18 H 1.884 2.382 0.417
19 H 2.889 2.717 1.552

***

So which one wins? Going from most stable to least: arrangement 2, arrangement 3, arrangement 1.

***

Arrangement 1

Molecular formula: C4H5N
Method: DFT, wB97M-V/def2-TZVPD

Values from the calculation:
Multiplicity   1
E_HOMO   -0.34103 Eh
HOMO-LUMO gap   10.41 eV
Total charge   0
SMILES string   C#C[C@H]1CN1

Atoms and positions in Å:
1 C -0.989 0.453 -2.097
2 C -0.513 0.531 -0.994
3 C -0.197 0.478 0.427
4 C 0.298 -0.867 0.933
5 N 1.063 0.342 1.154
6 H -1.344 0.366 -3.103
7 H -0.805 1.215 0.974
8 H 0.769 -1.634 0.286
9 H -0.218 -1.341 1.765
10 H 1.936 0.456 0.655

***

Arrangement 2

Molecular formula: C4H5N
Method: DFT, wB97M-V/def2-TZVPD

Values from the calculation:
Multiplicity   1
E_HOMO   -0.38055 Eh
HOMO-LUMO gap   11.37 eV
Total charge   0

Atoms and positions in Å:
1 N -0.413 -2.027 0.225
2 C -1.371 -1.393 0.555
3 C -0.180 -0.234 0.608
4 C -0.372 0.894 -0.366
5 C 0.906 0.125 -0.383
6 H 0.007 -0.014 1.651
7 H -0.387 1.897 0.052
8 H -1.079 0.725 -1.172
9 H 1.798 0.581 0.037
10 H 1.090 -0.555 -1.206

***

So which one wins? Going from most stable to least: arrangement 1, arrangement 2.

***

Arrangement 1

Molecular formula: C4H5N
Method: DFT, wB97M-V/def2-TZVPD

Values from the calculation:
Multiplicity   1
E_HOMO   -0.37673 Eh
HOMO-LUMO gap   10.77 eV
Total charge   0
SMILES string   C=C(C)C#N

Atoms and positions in Å:
1 C 0.652 0.989 0.835
2 C -0.213 0.201 0.182
3 C 0.353 -0.772 -0.858
4 C -1.638 0.159 0.308
5 N -2.742 -0.095 0.514
6 H 0.355 1.807 1.529
7 H 1.728 0.881 0.671
8 H -0.085 -0.708 -1.828
9 H 0.201 -1.794 -0.470
10 H 1.390 -0.669 -0.883

***

Arrangement 2

Molecular formula: C4H5N
Method: DFT, wB97M-V/def2-TZVPD

Values from the calculation:
Multiplicity   1
E_HOMO   -0.30959 Eh
HOMO-LUMO gap   9.53 eV
Total charge   0
SMILES string   c1cc[nH]c1

Atoms and positions in Å:
1 C -0.659 -0.006 -1.014
2 C -0.220 1.167 -0.323
3 C 0.458 0.734 0.774
4 N 0.533 -0.650 0.742
5 C -0.186 -1.103 -0.353
6 H -1.085 -0.139 -1.994
7 H -0.483 2.203 -0.415
8 H 1.073 1.286 1.466
9 H 0.885 -1.033 1.606
10 H -0.108 -2.158 -0.548

***

So which one wins? Going from most stable to least: arrangement 2, arrangement 1.